# 1
103
Properties=species:S:1:pos:R:3:mulliken_charge:R:1 method="wB97M-V/def2-TZVPD" e_homo_ev=-9.21 homo_lumo_gap_ev=9.320 energy_ha=-3688.6575 lumo_energy_ev=0.1 smiles="NC[C@]1(P(=O)(O)O)CCC(=O)N1.O=C1OCCO1.O=C1OCCO1.O=C1OCCO1.O=C1OCCO1.O=C1OCCO1.O=C1OCCO1.O=C1OCCO1.O=C1OCCO1"
N -4.4840 3.3974 -4.5184 -0.66
C -3.6543 3.9297 -3.4311 -1.30
C -2.2756 4.4774 -3.9285 1.62
P -0.8661 3.3500 -3.6254 0.65
O 0.1490 3.6581 -4.6641 -0.87
O -1.3912 1.8415 -3.7182 -0.48
O -0.3133 3.4007 -2.1472 -0.34
C -1.9555 5.8722 -3.3034 -0.94
C -1.8051 6.8394 -4.4772 -0.42
C -2.2620 6.0814 -5.6865 0.18
O -2.5035 6.5401 -6.7723 -0.64
N -2.3378 4.7387 -5.3671 -0.14
H -4.9914 2.5909 -4.1739 0.28
H -5.1931 4.0615 -4.8031 0.23
H -4.1600 4.7738 -2.9497 0.49
H -3.5590 3.1447 -2.6849 0.29
H -1.6037 1.6800 -4.6510 0.35
H 0.4477 4.0166 -2.1220 0.36
H -2.7278 6.1624 -2.5899 0.42
H -1.0123 5.8780 -2.7518 0.10
H -2.2614 7.8209 -4.3550 0.29
H -0.7308 6.9851 -4.6462 0.24
H -1.8098 4.1463 -5.9924 0.35
C 1.1827 -0.1562 -1.4317 0.02
C -0.2865 -0.4830 -1.6156 -0.17
O -0.4678 -1.5921 -0.7211 -0.25
C 0.4810 -1.5303 0.2316 0.57
O 0.4837 -2.1875 1.2249 -0.56
O 1.4138 -0.6057 -0.0831 -0.28
H 1.4105 0.9026 -1.5220 0.02
H 1.8255 -0.7262 -2.1026 0.21
H -0.9385 0.3331 -1.3025 0.13
H -0.5406 -0.7740 -2.6296 0.37
C -5.8869 3.4508 0.4185 0.05
C -5.2534 4.1277 1.6203 -0.36
O -3.8564 4.0398 1.3041 -0.39
C -3.7226 3.9108 -0.0332 0.54
O -2.6827 3.9400 -0.6130 -0.35
O -4.9205 3.7072 -0.6131 -0.25
H -6.8503 3.8611 0.1316 0.33
H -5.9734 2.3743 0.5424 -0.14
H -5.5294 5.1792 1.7113 0.25
H -5.4441 3.6183 2.5602 0.33
C 0.3518 -5.4670 2.5733 -0.05
C 1.7995 -5.0230 2.4857 -0.06
O 2.4823 -6.2624 2.2305 -0.34
C 1.6014 -7.1277 1.6838 0.69
O 1.9022 -8.1835 1.2177 -0.56
O 0.3524 -6.6358 1.7338 -0.37
H -0.3477 -4.7286 2.1936 0.30
H 0.0550 -5.7620 3.5779 -0.01
H 1.9677 -4.3463 1.6484 0.08
H 2.1812 -4.5713 3.3962 0.34
C -2.8007 -6.6318 7.1341 -0.37
C -1.4660 -6.8019 6.4281 -0.34
O -1.7214 -6.1838 5.1606 -0.23
C -2.7419 -5.3024 5.3038 0.63
O -3.0720 -4.5168 4.4771 -0.52
O -3.3181 -5.4478 6.5157 -0.34
H -2.7167 -6.4780 8.2057 0.30
H -3.4848 -7.4572 6.9342 0.26
H -0.6591 -6.2614 6.9250 0.28
H -1.1747 -7.8373 6.2785 0.32
C 5.0140 -8.0591 0.4781 0.02
C 5.1735 -8.4909 -0.9681 -0.28
O 6.5938 -8.4387 -1.1481 -0.34
C 7.1868 -8.5581 0.0640 0.64
O 8.3526 -8.7137 0.2323 -0.53
O 6.2658 -8.4748 1.0472 -0.35
H 4.1856 -8.5354 0.9896 0.15
H 4.9293 -6.9763 0.5828 0.14
H 4.8362 -9.5149 -1.1341 0.27
H 4.6900 -7.8305 -1.6820 0.28
C -4.2187 -1.1345 1.3775 -0.35
C -3.6140 -1.4565 0.0214 0.25
O -4.6790 -1.1009 -0.8727 -0.37
C -5.4784 -0.2052 -0.2624 0.71
O -6.3424 0.4173 -0.7947 -0.55
O -5.1509 -0.0928 1.0464 -0.38
H -3.5015 -0.7683 2.1055 0.31
H -4.7722 -1.9744 1.7976 0.25
H -2.7469 -0.8352 -0.2063 -0.30
H -3.3562 -2.5025 -0.1112 0.34
C 2.2314 2.2451 1.7353 -0.14
C 3.5753 2.0273 1.0611 -0.09
O 3.3441 2.5940 -0.2422 -0.34
C 2.3545 3.4925 -0.1457 0.83
O 2.0619 4.2798 -0.9974 -0.75
O 1.7398 3.4074 1.0462 -0.37
H 2.3016 2.4541 2.7985 0.35
H 1.5385 1.4226 1.5683 0.04
H 4.3829 2.5817 1.5384 0.04
H 3.8548 0.9824 0.9607 0.37
C 7.4856 5.6792 -0.5310 -0.35
C 6.0494 5.3609 -0.9147 -0.34
O 5.7150 4.3398 0.0330 -0.18
C 6.5187 4.4634 1.1095 0.64
O 6.3676 3.8689 2.1301 -0.54
O 7.5056 5.3483 0.8649 -0.36
H 7.7582 6.7218 -0.6629 0.30
H 8.2053 5.0434 -1.0479 0.25
H 5.3772 6.2064 -0.7660 0.27
H 5.9317 4.9762 -1.9229 0.30

# 2
88
Properties=species:S:1:pos:R:3:mulliken_charge:R:1 method="wB97M-V/def2-TZVPD" e_homo_ev=-7.44 homo_lumo_gap_ev=7.513 energy_ha=-3594.0036 lumo_energy_ev=0.1 de_lowest_kcal_mol=10.92
Rb 0.0176 0.7996 -1.5650 0.94
N -8.3780 1.6688 -2.4955 -0.59
C -7.0548 1.2393 -2.5740 1.14
C -6.7043 0.1712 -3.4010 -0.75
C -5.3839 -0.2241 -3.5154 -0.31
C -4.3952 0.4473 -2.8138 -0.30
C -4.7313 1.5140 -1.9949 -0.34
C -6.0512 1.9075 -1.8702 -0.94
S -2.6953 -0.0203 -2.9865 1.43
O -2.5962 -0.8863 -4.1346 -0.77
O -1.9738 1.2500 -3.0875 -0.69
N -2.1558 -0.6687 -1.6323 -0.24
C -2.6860 -1.8422 -1.2024 -0.10
N -2.0446 -2.4163 -0.1564 -0.33
C -2.5497 -3.5523 0.2942 0.57
C -3.6685 -4.1657 -0.2470 -1.08
C -4.2412 -3.5069 -1.3233 -0.18
N -3.7698 -2.3716 -1.8046 -0.32
H -9.0685 0.9738 -2.7279 0.22
H -8.6141 2.1781 -1.6597 0.23
H -7.4759 -0.3474 -3.9574 0.28
H -5.1027 -1.0579 -4.1415 0.48
H -3.9540 2.0441 -1.4594 0.44
H -6.3108 2.7451 -1.2341 0.28
H -2.0332 -4.0045 1.1372 0.05
H -4.0600 -5.0938 0.1410 0.40
H -5.1188 -3.9081 -1.8233 0.41
N 0.5943 6.0316 -1.3422 0.05
C -0.4498 6.0977 -2.2458 0.44
C -1.1231 7.1662 -2.8274 -1.22
C -2.1433 6.8445 -3.7006 -0.36
C -2.4813 5.5111 -3.9846 -0.74
C -1.8084 4.4541 -3.4073 -0.46
C -0.7741 4.7639 -2.5240 0.46
N 0.0570 3.9158 -1.8053 -0.21
C 0.8404 4.7024 -1.1236 -0.01
C 1.8709 4.2267 -0.2025 0.14
C 2.7607 4.9890 0.4950 -0.61
S 3.7521 3.9907 1.4642 -0.16
C 2.9132 2.6226 0.8651 0.19
N 1.9696 2.8741 0.0176 0.00
H 1.0641 6.8068 -0.9131 0.19
H -0.8673 8.1951 -2.6115 0.38
H -2.6982 7.6413 -4.1782 0.38
H -3.2919 5.3120 -4.6720 0.44
H -2.0630 3.4224 -3.6106 0.60
H 2.8864 6.0579 0.4855 0.36
H 3.1683 1.6245 1.1879 0.11
C 4.6333 -2.4451 -0.9633 -1.07
Si 4.6370 -1.6408 0.7350 0.58
C 5.4383 0.0581 0.5916 -1.16
C 5.7226 -2.6581 1.8826 -1.01
Sb 2.1683 -1.3633 1.3821 -0.51
Si 2.3495 -0.8646 3.8889 0.37
C 3.1050 0.8450 4.1161 -1.11
C 0.6029 -0.8135 4.5774 -1.09
C 3.3626 -2.0827 4.8999 -1.04
Si 1.5032 -3.8354 1.4914 0.51
C 2.8664 -5.0304 1.9956 -1.09
C 0.9125 -4.2726 -0.2303 -0.96
C 0.1209 -3.9790 2.7516 -1.23
H 5.6425 -2.4631 -1.3812 0.38
H 3.9890 -1.9027 -1.6577 0.31
H 4.2754 -3.4742 -0.9145 0.25
H 6.4901 -0.0691 0.3234 0.45
H 5.4071 0.6114 1.5312 0.27
H 4.9710 0.6686 -0.1821 0.28
H 6.7370 -2.6689 1.4739 0.41
H 5.3875 -3.6904 1.9760 0.27
H 5.7750 -2.2287 2.8828 0.25
H 2.5141 1.6152 3.6202 0.22
H 4.1287 0.8972 3.7412 0.31
H 3.1327 1.0862 5.1816 0.45
H -0.0669 -0.2446 3.9316 0.32
H 0.6141 -0.3338 5.5596 0.41
H 0.1801 -1.8113 4.6972 0.29
H 4.4295 -1.9730 4.7083 0.31
H 3.0885 -3.1200 4.7102 0.22
H 3.1951 -1.8830 5.9618 0.42
H 3.5713 -5.2038 1.1814 0.30
H 2.4064 -5.9911 2.2424 0.42
H 3.4271 -4.6957 2.8677 0.29
H 1.7429 -4.2508 -0.9378 0.34
H 0.1503 -3.5702 -0.5719 0.15
H 0.4851 -5.2777 -0.2484 0.37
H 0.5342 -3.9771 3.7626 0.36
H -0.4093 -4.9249 2.6167 0.48
H -0.5978 -3.1648 2.6738 0.37

# 3
85
Properties=species:S:1:pos:R:3:mulliken_charge:R:1 method="wB97M-V/def2-TZVPD" e_homo_ev="-14.54 / -14.53" total_charge=+3 homo_lumo_gap_ev="3.773 / 3.637" energy_ha=-2061.8184 lumo_energy_ev="-10.8 / -10.9" de_lowest_kcal_mol=25.43
Pb 0.1461 -0.4798 -0.4632 1.92
C -3.9847 1.5094 -1.8094 -1.27
C -3.7010 0.7069 -0.5256 -0.03
C -3.6102 1.5951 0.6742 0.68
C -4.6762 1.7328 1.5236 -0.87
C -4.6241 2.6271 2.5976 -0.87
C -3.4942 3.4214 2.8264 -0.62
C -2.3995 3.3639 2.0010 0.84
C -1.2251 4.2553 2.2742 -1.17
C -1.5210 5.7006 1.8223 -1.30
C -2.4420 2.4271 0.8920 0.31
N -1.4180 2.2496 0.0582 0.38
C -0.6013 3.1417 -0.4257 -0.90
C 0.6296 2.8604 -1.0438 0.71
C 1.4473 3.8499 -1.6957 -1.02
C 2.5605 3.2079 -2.1130 -1.02
C 2.4066 1.8290 -1.6957 -0.06
N 1.2774 1.6076 -1.0661 0.42
H -4.2637 0.8256 -2.6103 0.37
H -3.1067 2.0733 -2.1264 0.29
H -4.8142 2.1996 -1.6581 0.38
H -2.7701 0.1497 -0.6538 -0.52
H -4.5086 -0.0079 -0.3717 0.68
H -5.5715 1.1486 1.3538 0.54
H -5.4721 2.7065 3.2667 0.48
H -3.4877 4.1049 3.6662 0.58
H -0.3224 3.8941 1.7834 0.38
H -1.0311 4.2675 3.3475 0.59
H -1.8857 5.7426 0.7945 0.35
H -0.6174 6.3039 1.8964 0.41
H -2.2771 6.1503 2.4634 0.41
H -0.9048 4.1887 -0.4315 0.36
H 1.1935 4.8919 -1.8140 0.55
H 3.3994 3.6152 -2.6548 0.51
H 3.1214 1.0326 -1.8576 0.35
C -1.0561 -3.9548 -0.1839 -0.89
O -1.5977 -2.6729 0.1347 -0.28
C -2.1340 -2.5814 1.4471 -0.76
C -1.1232 -2.0986 2.4674 -0.41
O -0.8068 -0.7318 2.2003 -0.08
C -0.0332 -0.1482 3.2394 -0.82
H -1.8010 -4.7370 -0.0248 0.42
H -0.1658 -4.1818 0.4104 0.39
H -0.7896 -3.9254 -1.2385 0.16
H -2.5331 -3.5490 1.7622 0.53
H -2.9513 -1.8598 1.4024 0.18
H -0.2064 -2.6998 2.4251 0.12
H -1.5561 -2.1899 3.4692 0.50
H -0.6029 -0.1150 4.1723 0.35
H 0.2172 0.8657 2.9296 0.19
H 0.8916 -0.7063 3.4086 0.27
N 5.5902 -1.7390 3.7042 -0.37
C 4.4120 -2.0477 3.1754 0.74
N 3.6956 -3.0386 3.7183 -0.33
N 4.0162 -1.3572 2.1226 -0.61
C 2.9620 -1.2770 1.4329 0.56
N 2.0509 -1.0921 0.7173 -0.49
H 5.9662 -2.2282 4.4986 0.20
H 6.1372 -0.9995 3.2987 0.23
H 4.0444 -3.5648 4.5027 0.21
H 2.8271 -3.3387 3.3158 0.15
N 1.8996 -1.9041 -2.2210 -0.39
C 2.8737 -2.7218 -1.6500 0.66
C 2.5928 -4.0575 -1.3530 -0.25
C 3.5570 -4.8568 -0.7659 -0.89
C 4.8048 -4.3379 -0.4427 -0.68
C 5.0893 -3.0112 -0.7408 -0.73
C 4.1355 -2.2092 -1.3403 -0.25
H 1.1091 -2.3262 -2.6781 0.30
H 2.2143 -1.0562 -2.6607 0.11
H 1.6204 -4.4632 -1.6097 0.46
H 3.3440 -5.9003 -0.5741 0.44
H 5.5520 -4.9661 0.0217 0.47
H 6.0673 -2.6066 -0.5152 0.47
H 4.3705 -1.1816 -1.6011 0.25
N -2.0433 0.8885 -5.7110 -0.17
C -1.7213 -0.3729 -4.9935 -0.77
C -0.9767 0.0542 -3.6860 0.70
O -0.5488 -0.8559 -2.9510 -0.68
O -0.8901 1.2950 -3.5201 -0.74
H -3.0362 1.0347 -5.8681 0.35
H -1.5599 0.9911 -6.5999 0.35
H -1.6490 1.5857 -4.9672 0.32
H -1.0891 -1.0280 -5.5855 0.36
H -2.6209 -0.9180 -4.7196 0.29

# 4
80
Properties=species:S:1:pos:R:3:mulliken_charge:R:1 method="wB97M-V/def2-TZVPD" s2=3.8908 e_homo_ev="-19.61 / -19.21" total_charge=+4 homo_lumo_gap_ev="4.133 / 3.427" energy_ha=-4628.8397 lumo_energy_ev="-15.5 / -15.8" de_lowest_kcal_mol=13.17 multiplicity=4
C 1.1751 -4.2820 -2.6148 -0.24
C 1.9727 -3.2041 -3.0494 1.01
C 2.1180 -2.9852 -4.4247 -0.27
C 1.5159 -3.8930 -5.3117 -0.41
N 0.7999 -4.9235 -4.8686 -0.35
C 0.6085 -5.1304 -3.5698 -0.50
C 2.5898 -2.3676 -2.0589 -0.16
C 2.7573 -1.9293 -0.9252 -0.75
C 2.7719 -1.4237 0.3875 1.50
C 2.2596 -0.1360 0.4818 -0.37
C 2.0961 0.4561 1.7983 -0.40
C 1.9497 -0.7382 2.8232 -0.96
C 2.7515 -1.8617 2.7757 -0.56
C 3.1657 -2.2148 1.5001 -0.50
Re 0.4312 0.3301 2.8868 1.09
P -1.0094 -0.2603 0.2228 1.39
H 2.6983 -2.1489 -4.7956 0.53
H 1.0486 -4.4755 -1.5514 0.50
H 1.6464 -3.7803 -6.3932 0.41
H 0.0146 -5.9921 -3.2549 0.41
H 3.7126 -3.1268 1.3034 0.63
H 1.9488 0.4287 -0.4083 -0.33
H 2.9371 -2.4413 3.6733 0.59
H 2.7952 1.2661 2.0275 0.97
C -2.6545 0.6234 0.0604 -1.01
C -3.4494 0.6967 -1.2507 -1.61
H -2.4566 1.6465 0.4098 0.66
H -3.2880 0.1644 0.8310 0.80
H -4.3547 1.3006 -1.0801 0.44
H -2.9073 1.1818 -2.0718 0.33
H -3.8019 -0.2810 -1.5986 0.35
C -0.3847 -0.2727 -1.5832 1.10
C -1.0566 -1.0843 -2.6995 -1.70
H 0.6592 -0.6036 -1.5101 -0.72
H -0.3733 0.7905 -1.8711 -0.47
H -0.5526 -0.8515 -3.6517 0.44
H -0.9427 -2.1687 -2.5491 0.32
H -2.1193 -0.8470 -2.8390 0.33
C -1.5520 -2.0439 0.2382 -0.26
C -2.8811 -2.4675 -0.3861 -1.63
H -1.5642 -2.3159 1.3007 -0.06
H -0.7123 -2.5903 -0.2183 0.11
H -3.0357 -3.5383 -0.1910 0.47
H -3.7360 -1.9307 0.0449 0.35
H -2.9059 -2.3486 -1.4751 0.28
Br 0.2338 1.5419 4.9688 -0.17
P 0.9179 2.5930 -0.3928 0.51
C -0.4229 3.2010 -1.4271 -0.61
C -0.5880 4.7076 -1.3797 -1.29
H -1.3449 2.6944 -1.0956 0.13
H -0.2221 2.8491 -2.4507 0.65
H -1.3029 4.9989 -2.1543 0.42
H -0.9823 5.0334 -0.4145 0.38
H 0.3551 5.2242 -1.5701 0.34
C 0.6456 3.1593 1.3340 0.82
C 1.7360 4.0725 1.9050 -1.46
H 0.5080 2.1843 2.0069 -0.68
H -0.3230 3.6833 1.3816 0.75
H 1.4119 4.4781 2.8755 0.44
H 2.6843 3.5466 2.0811 0.31
H 1.9417 4.9354 1.2523 0.43
C 2.5960 2.8725 -1.0113 -0.27
C 2.7165 4.0536 -1.9700 -1.40
H 2.8584 1.9307 -1.5306 0.47
H 3.3039 2.9713 -0.1703 0.51
H 3.7232 4.0403 -2.4093 0.44
H 1.9846 3.9953 -2.7857 0.41
H 2.5837 5.0009 -1.4330 0.35
C -1.0095 -2.4743 3.8116 -1.21
C -1.9135 -1.3261 3.8942 0.41
N -1.6838 -0.1666 3.2844 0.59
C -2.6433 0.7570 3.7239 -0.63
C -3.3412 0.1748 4.7357 -0.73
N -2.8800 -1.1369 4.8201 -0.04
H -0.0648 -2.2794 4.3432 0.31
H -1.5133 -3.3455 4.2480 0.51
H -0.7711 -2.7038 2.7674 0.37
H -2.6169 1.7593 3.3477 0.52
H -4.0990 0.5877 5.3651 0.44
H -3.1638 -1.8404 5.4852 0.26

# 5
96
Properties=species:S:1:pos:R:3:mulliken_charge:R:1 method="wB97M-V/def2-TZVPD" e_homo_ev=-6.33 total_charge=-1 homo_lumo_gap_ev=7.889 energy_ha=-3585.8383 lumo_energy_ev=1.6
C 2.9755 -6.3399 -0.2972 0.44
C 3.8962 -5.5909 -0.1043 -0.88
S 4.9026 -4.1313 0.0464 1.07
O 5.7195 -3.9652 -1.1318 -0.63
O 5.7323 -4.3988 1.1914 -0.73
N 3.9931 -2.8517 0.4206 -0.55
S 2.9020 -2.4725 -0.7331 1.25
O 2.0716 -1.4184 -0.1775 -0.67
O 2.0437 -3.5637 -1.1431 -0.74
C 3.6606 -1.7584 -2.2062 0.71
C 3.6183 -2.7002 -3.4360 -0.31
C 4.2929 -2.0139 -4.6408 -1.25
C 3.5033 -0.7547 -5.1380 0.12
C 4.0981 0.5642 -4.5711 -0.58
C 3.1215 1.7579 -4.5731 -1.00
C 1.8394 1.5509 -3.7077 -0.43
C 0.6173 1.1830 -4.5838 -0.57
C -0.6915 1.2897 -3.7151 -0.75
C -1.3500 -0.0971 -3.4281 -0.57
C -2.8847 -0.0604 -3.7435 -0.65
C -3.7281 -0.2794 -2.4554 -0.91
C -5.0029 -1.1208 -2.6901 -0.23
C -4.7291 -2.5595 -3.2397 -0.32
C -5.8208 -2.8971 -4.2946 -1.24
H 2.0902 -6.8823 -0.5360 0.39
H 3.0306 -0.9027 -2.4788 -1.23
H 4.6616 -1.3469 -2.0341 0.48
H 2.5617 -2.8301 -3.7077 0.23
H 4.0737 -3.6628 -3.1836 0.54
H 4.3128 -2.7128 -5.4926 0.35
H 5.3408 -1.7344 -4.4481 0.43
H 2.4473 -0.8972 -4.8774 -0.32
H 3.6152 -0.7293 -6.2319 0.49
H 4.9357 0.8357 -5.2366 0.42
H 4.5344 0.3670 -3.5855 0.22
H 3.6688 2.6094 -4.1369 0.38
H 2.8130 2.0525 -5.5853 0.40
H 1.5999 2.5324 -3.2672 0.45
H 1.9922 0.8654 -2.8645 0.00
H 0.5641 1.8707 -5.4384 0.30
H 0.6623 0.1510 -4.9488 0.30
H -1.3677 1.9829 -4.2321 0.45
H -0.4463 1.7509 -2.7494 0.31
H -0.8655 -0.9057 -3.9892 0.37
H -1.2033 -0.3295 -2.3661 0.25
H -3.0691 -0.8479 -4.4899 0.30
H -3.2110 0.8941 -4.1717 0.43
H -4.0632 0.7139 -2.1165 0.28
H -3.1653 -0.7197 -1.6224 0.41
H -5.6501 -0.5475 -3.3727 0.44
H -5.5827 -1.2531 -1.7672 -0.22
H -4.8191 -3.2320 -2.3777 0.40
H -3.7315 -2.6604 -3.6800 0.30
H -6.1631 -2.0117 -4.8410 0.33
H -6.7041 -3.2959 -3.7721 0.28
H -5.4763 -3.6563 -5.0109 0.34
C 1.0991 1.2521 1.7750 -0.23
C 1.8992 2.5150 1.9435 0.75
O 0.9803 3.5232 1.5508 -0.33
C -0.2633 3.0403 1.8398 0.67
O -1.2439 3.7084 1.8924 -0.55
O -0.2321 1.7061 2.0677 -0.32
F 2.9651 2.5444 1.1063 -0.29
H 1.1371 0.8637 0.7559 0.14
H 1.4053 0.4647 2.4587 0.28
H 2.2322 2.7031 2.9641 -0.12
C -9.1257 -1.2460 1.7370 -0.45
C -8.5371 -2.3003 0.8359 0.29
O -7.7579 -1.5407 -0.0650 -0.28
C -7.3626 -0.4188 0.6147 0.62
O -6.4948 0.3025 0.2685 -0.43
O -8.1006 -0.2531 1.7481 -0.35
F -9.5028 -2.9540 0.1407 -0.28
H -10.0430 -0.8185 1.3279 0.28
H -9.3247 -1.6141 2.7413 0.27
H -7.9011 -3.0269 1.3457 0.29
C 2.5386 5.1264 6.7581 -0.32
C 3.0421 4.0444 5.8398 0.31
O 3.8469 4.7720 4.9188 -0.33
C 4.3214 5.8543 5.5968 0.55
O 5.2244 6.5310 5.2362 -0.52
O 3.6247 6.0559 6.7488 -0.34
F 2.0148 3.4572 5.1628 -0.30
H 1.6403 5.6136 6.3715 0.32
H 2.3405 4.7660 7.7614 0.25
H 3.6383 3.2882 6.3150 0.43
C 0.2822 1.0870 9.3998 -0.43
C 0.7968 0.0202 8.4697 0.31
O 1.6138 0.7591 7.5771 -0.24
C 2.0755 1.8280 8.2749 0.60
O 2.9866 2.5104 7.9300 -0.55
O 1.3699 2.0169 9.4165 -0.31
F -0.2084 -0.5559 7.7738 -0.28
H -0.6112 1.5786 9.0116 0.28
H 0.0725 0.7106 10.3983 0.26
H 1.3945 -0.7543 8.9545 0.29